Record 1
DFT (the ωB97M-V functional and the def2-TZVPD basis) results for a structure of composition C21H49N7O11SZn at a distorted geometry.

Last column: Löwdin charge in e.
Atoms and positions in Å:
Zn  -12.176500  -9.151350  3.422210  0.740
S  -11.985010  -11.310340  2.079640  0.291
O  -11.097980  -12.437410  2.288450  -0.293
O  -11.277640  -10.058410  2.030160  -0.341
O  -12.821930  -11.528340  0.908090  -0.355
O  -12.828540  -10.986900  3.256070  -0.372
C  -5.204920  -8.199360  -0.380650  0.005
C  -6.313280  -8.360940  0.684030  -0.573
O  -6.107170  -8.440060  1.880780  0.025
N  -7.544550  -8.501780  0.200680  -0.008
C  -8.711090  -8.811980  0.994120  -0.062
H  -4.951030  -9.228770  -0.633550  0.084
H  -4.359620  -7.637240  0.016320  0.080
H  -5.645780  -7.683570  -1.233700  0.067
H  -7.607340  -8.320620  -0.790960  0.132
H  -8.478670  -8.893330  2.055940  0.091
H  -9.158770  -9.716990  0.583470  0.071
H  -9.379050  -7.979010  0.774790  0.086
C  -16.107480  -13.284090  1.416580  0.004
C  -15.227520  -14.327210  0.860240  -0.565
O  -15.683370  -15.491140  0.713660  -0.007
N  -13.994790  -14.011160  0.520910  0.029
C  -13.003220  -14.915800  -0.011780  -0.042
H  -16.209780  -13.238810  2.500830  0.083
H  -17.100640  -13.458080  1.002520  0.093
H  -15.701240  -12.323530  1.099730  0.050
H  -13.650140  -13.115190  0.834860  0.069
H  -13.498930  -15.728080  -0.543350  0.091
H  -12.431860  -15.405410  0.776850  0.069
H  -12.291550  -14.412580  -0.666310  0.075
C  -11.609450  -9.130430  -1.392110  0.012
C  -12.131040  -10.134580  -2.413840  -0.548
O  -12.232740  -9.863880  -3.609070  0.016
N  -12.594010  -11.300170  -1.899320  0.022
C  -13.181310  -12.424970  -2.716820  -0.039
H  -11.052670  -9.516310  -0.538180  0.047
H  -12.448540  -8.575180  -0.972930  0.077
H  -11.057300  -8.396670  -1.979330  0.082
H  -12.670300  -11.363940  -0.894230  0.062
H  -14.135270  -12.783510  -2.330160  0.069
H  -12.483270  -13.258840  -2.642550  0.065
H  -13.369240  -12.189450  -3.764350  0.078
C  -14.709510  -7.194020  6.269810  0.034
C  -14.273540  -8.555050  5.785890  -0.511
O  -13.410910  -8.618940  4.928510  0.013
N  -14.756700  -9.635020  6.365930  0.054
C  -14.276560  -10.999700  6.166180  -0.026
H  -15.529940  -7.370970  6.965290  0.077
H  -15.011470  -6.521330  5.467060  0.094
H  -13.916680  -6.790750  6.899810  0.095
H  -15.444230  -9.513910  7.095820  0.143
H  -14.401520  -11.342740  5.139150  0.079
H  -14.728240  -11.674280  6.893530  0.097
H  -13.203040  -11.120400  6.311450  0.067
C  -10.105280  -15.640350  2.617710  0.002
C  -11.336850  -15.824640  3.480570  -0.563
O  -11.500230  -16.830220  4.185110  0.007
N  -12.246650  -14.842600  3.460660  0.015
C  -13.462790  -14.815070  4.264010  -0.052
H  -10.076810  -14.641030  2.183370  0.057
H  -10.073370  -16.458250  1.897900  0.087
H  -9.294950  -15.708730  3.343510  0.083
H  -12.094970  -14.000800  2.923580  0.066
H  -14.001510  -15.758430  4.174860  0.090
H  -14.104050  -13.998500  3.932220  0.070
H  -13.170890  -14.703970  5.308310  0.070
C  -9.850900  -8.905120  6.992780  0.020
C  -10.439510  -9.955920  6.033860  -0.445
O  -10.697890  -9.581800  4.864740  -0.011
N  -10.480430  -11.230030  6.481740  0.037
C  -10.798440  -12.452760  5.781600  -0.042
H  -9.970010  -9.155510  8.046930  0.077
H  -10.301080  -7.922480  6.851850  0.083
H  -8.802320  -8.847410  6.700800  0.097
H  -10.186440  -11.344370  7.441220  0.141
H  -11.139100  -12.226300  4.771270  0.066
H  -11.641200  -12.971400  6.238620  0.076
H  -9.992170  -13.185630  5.812150  0.101
C  -15.816370  -7.619120  1.557370  0.028
C  -14.643330  -8.588380  1.497610  -0.456
O  -13.670810  -8.405170  2.250810  -0.033
N  -14.678430  -9.740670  0.794020  0.064
C  -15.473270  -9.948910  -0.440810  -0.035
H  -15.907600  -7.342570  2.607750  0.079
H  -16.773010  -8.048490  1.259710  0.082
H  -15.525240  -6.771450  0.937050  0.094
H  -13.972440  -10.445010  0.954020  0.036
H  -16.311760  -10.580420  -0.147140  0.075
H  -14.868450  -10.396310  -1.229560  0.073
H  -15.833470  -9.038000  -0.918920  0.088

Forces on atoms 1 to 6 (eV/Å):
Zn -0.7 0.8 1.3
S 0.3 -2.5 1.3
O -0.2 0.0 0.0
O 3.5 2.8 -2.7
O -0.2 -0.3 -0.8
O -2.2 -2.2 1.3

Results
Energy relative to the best compared isomer or geometry (same formula, charge and spin) (kcal per mole): 30.31
2S+1: 1

=====

Record 2
DFT (the ωB97M-V functional and the def2-TZVPD basis) results for a cluster of 6 separate species, C21H49O24P5 in total at a distorted geometry.

Last column: Löwdin charge in e.
Atoms and positions in Å:
C  3.389714  -4.086407  0.444808  0.094
C  4.251774  -4.640867  1.368138  -0.199
C  4.221724  -4.359527  2.859228  -0.278
O  5.032414  -4.852837  3.668508  0.084
C  3.156334  -3.360707  3.191818  0.071
C  2.295814  -2.750977  2.320968  -0.176
C  2.350184  -3.070687  0.856338  -0.285
O  1.532114  -2.499757  0.135068  0.075
O  1.302584  -1.850217  2.713818  0.061
O  5.307834  -5.448067  1.041338  0.085
H  3.465984  -4.386487  -0.589852  0.121
H  2.947784  -3.180327  4.236028  0.122
H  0.867264  -1.398287  1.987278  0.023
H  5.816504  -5.487717  1.854538  0.092
C  -2.396646  5.877713  6.190648  -0.100
O  -1.693706  4.697123  6.405998  -0.243
P  -0.173236  4.712433  6.896328  0.462
O  0.276474  5.887463  7.656258  -0.231
O  -0.003446  3.303413  7.757468  -0.232
C  1.101564  3.076743  8.608028  -0.119
O  0.673624  4.381403  5.572628  -0.185
C  0.025274  4.444253  4.338048  -0.129
H  -1.845166  6.605713  6.785618  0.084
H  -3.398096  5.685603  6.575718  0.097
H  -2.405406  6.020383  5.110058  0.090
H  1.665954  4.009243  8.606408  0.078
H  1.744204  2.303883  8.186348  0.085
H  0.855994  2.725863  9.610358  0.088
H  -0.053106  5.482263  4.014798  0.099
H  -0.919856  3.918503  4.202358  0.085
H  0.644304  3.918273  3.611248  0.073
C  -0.654226  -0.761727  -5.625492  -0.197
O  0.570834  -0.783687  -5.027402  -0.227
P  1.167454  -2.358977  -4.611672  0.485
O  1.637154  -3.199647  -5.728362  -0.234
O  2.293594  -2.097987  -3.531362  -0.201
C  2.343644  -1.030767  -2.651152  -0.107
O  0.007414  -2.962337  -3.690932  -0.261
C  -0.066336  -4.334437  -3.233472  -0.052
H  -1.070516  -1.585107  -6.205882  0.092
H  -0.410546  -0.038137  -6.403402  0.092
H  -1.435316  -0.390467  -4.962042  0.084
H  1.361024  -0.637107  -2.391142  0.082
H  3.053704  -0.249217  -2.921522  0.084
H  2.712244  -1.515867  -1.747322  0.078
H  0.731774  -4.956507  -3.638612  0.093
H  -1.042596  -4.652287  -3.599522  0.083
H  0.011054  -4.235157  -2.150762  0.088
C  2.156834  3.402313  -3.500792  -0.069
O  2.716024  2.580703  -2.431152  -0.238
P  4.209144  2.887253  -1.852912  0.522
O  4.966044  1.732883  -1.216952  -0.242
O  4.970604  3.547423  -3.120092  -0.237
C  5.515304  2.658103  -3.983502  -0.180
O  3.993884  4.267393  -0.996522  -0.232
C  3.539294  5.479893  -1.520062  -0.134
H  2.870514  3.850363  -4.192182  0.090
H  1.458194  4.099173  -3.037772  0.086
H  1.536244  2.730513  -4.093812  0.088
H  5.070484  1.669543  -4.097522  0.099
H  6.587224  2.640973  -3.786532  0.097
H  5.679384  3.019143  -4.998792  0.090
H  2.463194  5.590023  -1.385932  0.085
H  3.799154  5.665103  -2.562302  0.087
H  4.019454  6.288363  -0.968772  0.094
C  -6.569996  -4.292137  -4.196582  -0.132
O  -6.648786  -3.634867  -2.971432  -0.234
P  -6.169146  -4.337077  -1.545542  0.466
O  -6.148316  -5.823097  -1.547292  -0.240
O  -7.043416  -3.705907  -0.355852  -0.199
C  -7.879316  -4.454137  0.495148  -0.112
O  -4.781516  -3.626697  -1.387082  -0.189
C  -3.772996  -3.620277  -2.293872  -0.154
H  -5.519156  -4.553467  -4.321212  0.073
H  -6.835256  -3.553007  -4.952502  0.093
H  -7.194266  -5.181627  -4.281452  0.092
H  -8.887196  -4.492847  0.081878  0.090
H  -7.912166  -4.177707  1.549008  0.094
H  -7.622626  -5.510337  0.413638  0.075
H  -2.816776  -3.887037  -1.843782  0.089
H  -3.739306  -2.753667  -2.954152  0.104
H  -3.775606  -4.525077  -2.901672  0.082
C  -2.050966  1.156073  2.662318  -0.103
O  -1.488246  1.806043  1.527638  -0.237
P  -0.438676  1.072223  0.474428  0.648
O  0.470074  0.029773  1.077128  -0.238
O  0.435174  2.368433  -0.062012  -0.224
C  1.044354  3.195783  0.821388  -0.159
O  -1.437696  0.750423  -0.860922  -0.238
C  -1.718216  -0.577987  -1.303512  -0.099
H  -1.203566  0.669113  3.144878  0.085
H  -2.828916  0.421693  2.453548  0.088
H  -2.523176  1.797003  3.406848  0.083
H  0.293914  3.954893  1.042088  0.096
H  1.980124  3.592363  0.427498  0.081
H  1.394114  2.668593  1.708988  0.089
H  -2.669236  -0.543637  -1.835012  0.094
H  -1.899796  -1.107107  -0.368012  0.080
H  -0.841546  -1.121887  -1.655242  0.074

Forces on atoms 1 to 6 (eV/Å):
C 0.3 -0.2 1.4
C 0.7 -0.1 -1.0
C -0.6 1.2 0.8
O -1.8 0.9 -2.3
C -0.8 0.0 0.5
C -0.7 0.8 0.7

Results
E_tot (Ha): -4342.3693
2S+1: 1
SMILES: O=C1C=C(O)C(=O)C=C1O.COP(=O)(OC)OC.COP(=O)(OC)OC.COP(=O)(OC)OC.COP(=O)(OC)OC.COP(=O)(OC)OC